16
Properties=species:S:1:pos:R:3:forces:R:3 method="wB97M-V/def2-TZVPD" smiles=C[C@@H](O)[C@@H](C)C#N energy_ev=-8868.2964 multiplicity=1
C -0.252 -1.430 -0.678 -0.1 0.0 0.0
C 0.802 -0.406 -0.281 -0.1 -0.2 0.3
O 1.250 0.350 -1.391 0.1 -0.1 -0.2
C 0.299 0.640 0.734 0.0 0.0 0.0
C -0.893 1.462 0.230 -0.1 0.0 0.0
C -0.015 -0.023 2.008 -0.2 -0.5 0.8
N -0.271 -0.566 2.997 0.2 0.5 -1.0
H -0.638 -1.958 0.200 0.1 0.1 -0.1
H 0.180 -2.178 -1.352 0.0 0.1 0.1
H -1.086 -0.948 -1.197 0.1 -0.1 0.1
H 1.650 -0.931 0.188 -0.1 0.1 -0.1
H 1.496 -0.264 -2.093 0.0 0.1 0.1
H 1.140 1.319 0.918 -0.1 -0.1 0.0
H -1.121 2.272 0.929 0.0 -0.1 -0.1
H -1.790 0.845 0.126 0.1 0.1 0.0
H -0.642 1.892 -0.742 0.0 0.0 0.1

42
Properties=species:S:1:pos:R:3:forces:R:3 method="wB97M-V/def2-TZVPD" energy_ev=-44607.7095 multiplicity=1
F -1.253 -2.410 -0.672 0.0 -0.2 0.1
C -0.555 -2.258 -1.862 -0.2 0.0 -0.1
C -1.462 -1.608 -2.878 0.5 0.4 -0.2
C -0.786 -1.528 -4.255 0.5 0.2 0.3
C 0.425 -0.615 -4.208 -0.6 0.3 -0.2
C 1.710 -1.229 -4.051 0.2 0.8 0.0
C 2.854 -0.493 -3.957 -0.4 -0.8 0.1
C 2.748 0.913 -4.023 0.5 0.2 0.0
N 3.757 1.787 -3.947 0.3 -0.1 0.0
S 3.132 3.241 -4.104 -0.6 0.0 -0.1
N 1.563 2.877 -4.270 0.6 0.4 0.1
C 1.496 1.552 -4.199 -0.8 -0.5 -0.1
C 0.311 0.751 -4.284 0.2 -0.1 0.0
I -1.496 1.779 -4.545 0.2 -0.2 0.0
H 0.306 -1.639 -1.629 0.2 0.1 -0.1
H -0.215 -3.234 -2.207 0.0 -0.2 0.1
H -2.414 -2.124 -2.931 -0.1 -0.2 0.0
H -1.630 -0.591 -2.540 -0.4 0.2 0.1
H -1.475 -1.156 -5.002 -0.2 0.0 -0.1
H -0.441 -2.516 -4.557 -0.1 -0.2 -0.1
H 1.720 -2.306 -4.005 0.2 -0.2 0.0
H 3.802 -0.985 -3.818 0.2 0.1 0.0
C -3.210 -1.126 1.253 -0.4 0.0 0.1
C -3.416 -0.595 2.651 0.0 0.0 0.0
O -4.506 -0.597 3.176 0.0 0.0 0.0
C -2.195 -0.065 3.361 -0.3 0.0 0.1
H -4.161 -1.474 0.855 0.0 0.0 0.0
H -2.819 -0.337 0.608 0.2 -0.1 0.0
H -2.505 -1.954 1.269 0.1 0.1 -0.1
H -1.768 0.765 2.797 0.1 -0.1 0.0
H -1.444 -0.849 3.459 0.1 0.1 -0.1
H -2.471 0.284 4.352 0.0 0.0 0.0
C 1.118 2.006 6.581 -0.2 -0.1 0.0
C 1.236 1.328 5.237 0.0 0.0 0.0
O 0.460 0.470 4.890 0.0 0.0 0.0
C 2.371 1.774 4.346 -0.1 -0.1 -0.1
H 0.266 1.596 7.119 0.0 0.0 0.0
H 2.024 1.839 7.165 0.0 0.1 0.0
H 0.974 3.079 6.447 0.1 0.0 0.0
H 3.327 1.598 4.842 0.0 0.1 0.0
H 2.277 2.838 4.124 0.1 0.0 0.1
H 2.344 1.212 3.415 0.0 0.0 0.0

46
Properties=species:S:1:pos:R:3:forces:R:3 method="wB97M-V/def2-TZVPD" charge=-1 energy_ev=-48685.4967 multiplicity=1
Ca 0.434 -0.091 0.244 0.6 -1.0 1.2
C 0.804 -1.393 2.690 0.4 -0.8 0.3
O 0.962 -1.972 3.799 -0.2 0.5 -0.7
O 0.120 -0.274 2.567 -0.2 0.5 -0.6
O 1.317 -1.879 1.566 -0.3 0.7 -0.1
O 1.992 0.138 -3.617 0.0 -0.1 0.2
C 1.268 -0.007 -2.468 -0.9 -0.1 1.3
O 1.453 -1.008 -1.743 0.6 -0.1 -0.7
O 0.439 0.902 -2.173 0.3 0.3 -0.3
H 1.716 1.008 -3.925 0.0 0.0 -0.2
C -3.551 1.768 0.344 -0.5 -0.2 0.4
C -2.229 1.851 -0.407 -0.7 1.3 -0.3
C -2.059 3.208 -1.090 1.4 0.4 -0.4
O -1.132 1.637 0.473 -0.1 0.1 -0.2
H -4.351 1.313 -0.243 0.1 0.0 -0.1
H -3.917 2.751 0.653 0.2 0.1 -0.1
H -3.470 1.178 1.262 0.1 -0.1 -0.2
H -2.198 1.146 -1.236 0.3 -0.5 0.4
H -2.073 4.076 -0.422 -0.4 -0.2 0.2
H -2.701 3.388 -1.953 -0.4 -0.2 0.2
H -1.039 3.233 -1.505 -0.2 -0.2 0.0
H -1.338 1.969 1.353 0.0 -0.2 0.1
C 4.515 2.138 1.089 0.0 -0.1 0.5
C 3.553 1.220 0.363 0.2 0.2 0.4
C 4.015 -0.225 0.451 -0.3 0.2 -0.7
O 2.244 1.313 0.963 0.2 0.3 -0.6
H 5.517 2.009 0.684 0.0 0.2 0.0
H 4.550 1.841 2.145 0.1 0.0 -0.1
H 4.232 3.193 1.065 0.0 0.0 -0.2
H 3.475 1.572 -0.671 -0.2 -0.2 -0.1
H 3.357 -0.853 -0.152 0.0 -0.1 0.2
H 3.968 -0.569 1.481 0.1 -0.1 0.0
H 5.015 -0.315 0.020 0.1 0.0 0.2
H 2.255 1.932 1.695 -0.1 -0.2 0.2
C -3.023 -2.678 -1.357 0.0 0.1 0.1
C -2.319 -2.540 -0.001 1.1 -0.4 0.0
C -2.021 -3.882 0.656 -0.8 -0.2 0.1
O -1.062 -1.864 -0.155 -0.6 0.1 -0.5
H -2.408 -2.280 -2.165 0.1 0.2 0.2
H -3.954 -2.111 -1.347 -0.2 -0.3 -0.2
H -3.178 -3.728 -1.612 -0.4 0.0 0.1
H -2.872 -1.927 0.706 -0.2 0.1 -0.1
H -2.945 -4.463 0.791 0.1 0.2 0.0
H -1.584 -3.738 1.642 0.3 0.0 -0.1
H -1.378 -4.493 0.019 0.2 0.1 0.0
H -0.404 -2.496 -0.475 0.1 0.0 0.2

18
Properties=species:S:1:pos:R:3:forces:R:3 method="wB97M-V/def2-TZVPD" energy_ev=-8897.8824 multiplicity=1
C -0.669 -1.779 1.073 0.4 0.2 0.3
C 2.068 -0.231 0.197 -0.1 0.0 -0.1
C -1.795 0.721 -0.136 1.6 1.5 -3.5
C 0.596 0.014 0.089 -0.5 -0.3 0.5
C -0.103 0.710 -0.813 -1.9 -0.5 4.6
N 0.433 1.617 -1.708 -0.7 0.2 -1.0
O -0.176 -0.440 1.189 1.2 -1.0 -0.6
H -0.177 2.396 -1.923 0.3 -0.2 -0.1
H 1.396 1.894 -1.534 -0.5 -0.1 0.1
H -1.675 -1.794 1.497 0.1 -0.1 0.1
H -0.721 -2.138 0.041 0.0 0.3 0.0
H -0.010 -2.439 1.641 -0.2 -0.2 0.0
H 2.464 0.129 1.152 -0.1 0.0 -0.1
H 2.605 0.283 -0.605 0.0 -0.2 0.0
H 2.295 -1.301 0.132 0.0 0.1 0.0
H -2.242 0.324 0.773 1.3 -0.4 0.2
H -2.310 0.243 -0.967 -0.5 0.4 -0.1
H -1.977 1.791 -0.099 -0.4 0.2 -0.4